11
Properties=species:S:1:pos:R:3:lowdin_charge:R:1 method="wB97M-V/def2-TZVPD" mol_weight_g_mol=103.15 de_lowest_kj_mol=305.9 e_lumo_ev=0.6 energy_ha=-645.39515
O 1.50 -1.92 -0.62 -0.02
C 0.97 -1.10 0.09 -0.47
N -0.33 -1.12 0.42 -0.36
S -1.37 -2.37 -0.18 0.76
H 1.50 -0.25 0.55 0.13
H -0.77 -0.43 1.00 0.07
H -0.33 -2.95 -0.80 -0.13
C -0.25 2.59 -0.71 0.01
C -0.35 2.47 0.48 -0.01
H -0.13 2.67 -1.75 0.02
H -0.44 2.41 1.52 0.01

6
Properties=species:S:1:pos:R:3:lowdin_charge:R:1 method="wB97M-V/def2-TZVPD" mol_weight_g_mol=50.06 de_lowest_kj_mol=328.8 e_lumo_ev=-0.4 energy_ha=-153.35583
C 0.90 0.03 -1.31 0.07
C 0.66 0.21 0.04 -0.19
C -0.33 -0.87 -1.00 -0.07
C -0.83 0.03 -0.12 -0.05
H 1.33 0.02 0.88 0.11
H -1.81 0.52 0.04 0.12

4
Properties=species:S:1:pos:R:3:lowdin_charge:R:1 method="wB97M-V/def2-TZVPD" mol_weight_g_mol=24.96 charge=+1 de_lowest_kj_mol=20.5 e_lumo_ev=-5.1 energy_ha=-83.75614
O 0.08 0.08 0.24 -0.11
H 0.46 -0.37 1.03 0.09
H 0.59 0.92 0.17 0.08
Li -1.13 -0.62 -1.44 0.94

12
Properties=species:S:1:pos:R:3:lowdin_charge:R:1 method="wB97M-V/def2-TZVPD" mol_weight_g_mol=128.15 de_lowest_kj_mol=631.6 e_lumo_ev="-0.2 / -0.2" energy_ha=-741.34607
C 1.17 0.72 0.97 -0.32
C -1.10 1.75 0.45 -0.38
C 0.40 -0.13 0.20 -0.24
C -0.83 0.51 0.02 -0.08
C 0.47 -1.49 -0.60 -0.16
O -1.64 -0.86 -1.25 -0.07
O -0.43 -1.41 -1.63 -0.20
S 0.27 2.15 1.34 1.01
H 2.18 0.79 1.10 0.04
H -2.12 2.10 0.32 0.10
H 1.52 -1.68 -0.90 0.13
H 0.12 -2.46 -0.02 0.16

63
Properties=species:S:1:pos:R:3:lowdin_charge:R:1 method="wB97M-V/def2-TZVPD" mol_weight_g_mol=710.04 charge=-2 de_lowest_kj_mol=73.3 e_lumo_ev=4.6 energy_ha=-2513.18382
Sr 0.48 0.06 -0.48 1.58
O -1.08 -1.85 -2.84 -0.08
C -0.22 -2.83 -3.34 -0.25
C 0.80 -3.33 -2.32 -0.18
N 1.64 -2.26 -1.82 -0.20
C 2.40 -1.63 -2.90 -0.09
C 1.64 -0.41 -3.47 -0.66
O 1.88 -0.07 -4.63 0.00
O 0.82 0.14 -2.69 -0.27
C 2.54 -2.72 -0.78 -0.12
C 3.24 -1.47 -0.14 -0.70
O 4.43 -1.57 0.15 -0.01
O 2.50 -0.47 0.01 -0.28
H -0.50 -1.07 -2.67 0.02
H -0.86 -3.67 -3.65 0.12
H 0.30 -2.46 -4.23 0.11
H 0.26 -3.75 -1.47 0.13
H 1.40 -4.14 -2.79 0.12
H 3.33 -1.23 -2.50 0.13
H 2.65 -2.34 -3.71 0.13
H 1.98 -3.23 0.00 0.11
H 3.31 -3.41 -1.16 0.12
C -1.55 1.69 -2.94 -0.10
N -1.61 1.36 -1.53 -0.29
C -1.66 2.57 -0.74 -0.20
C -0.27 3.16 -0.50 -0.24
N 0.40 2.35 0.48 -0.10
C 1.00 2.88 1.51 -0.21
C 1.38 2.02 2.60 -0.14
F 1.05 0.71 2.50 0.07
C 1.98 2.44 3.75 -0.16
F 2.27 1.56 4.74 0.09
C 2.26 3.79 3.96 -0.17
F 2.82 4.23 5.13 0.05
C 1.94 4.68 2.95 -0.17
F 2.21 6.01 3.11 0.06
C 1.34 4.25 1.77 -0.13
F 1.12 5.25 0.85 0.02
C -2.73 0.47 -1.32 -0.21
C -2.88 -0.08 0.10 -0.25
N -1.67 -0.70 0.57 -0.09
C -1.71 -1.29 1.74 -0.23
C -0.55 -1.99 2.21 -0.15
F 0.53 -2.01 1.40 0.05
C -0.48 -2.66 3.40 -0.15
F 0.66 -3.32 3.73 0.09
C -1.58 -2.73 4.25 -0.16
F -1.53 -3.43 5.42 0.05
C -2.73 -2.07 3.86 -0.17
F -3.83 -2.11 4.66 0.07
C -2.80 -1.38 2.67 -0.13
F -4.01 -0.78 2.43 0.03
H -2.46 2.25 -3.26 0.09
H -1.48 0.78 -3.53 0.08
H -0.67 2.29 -3.16 0.08
H -2.08 2.34 0.24 0.11
H -2.31 3.32 -1.23 0.12
H -0.42 4.20 -0.18 0.11
H 0.29 3.17 -1.44 0.11
H -2.60 -0.38 -1.99 0.10
H -3.68 0.97 -1.58 0.12
H -3.69 -0.82 0.05 0.12
H -3.21 0.72 0.77 0.10

15
Properties=species:S:1:pos:R:3:lowdin_charge:R:1 method="wB97M-V/def2-TZVPD" mol_weight_g_mol=74.12 de_lowest_kj_mol=118.3 e_lumo_ev=1.2 energy_ha=-233.59989
C 2.25 0.56 0.33 -0.07
C 1.17 -0.34 -0.31 -0.29
O 0.02 -0.32 0.47 -0.20
C -1.28 -0.81 0.06 -0.25
C -2.20 0.40 -0.12 -0.08
H 3.18 0.57 -0.25 0.07
H 2.56 0.35 1.37 0.08
H 1.88 1.58 0.33 0.07
H 0.91 -0.04 -1.34 0.12
H 1.54 -1.37 -0.36 0.11
H -1.50 -1.36 0.99 0.12
H -1.35 -1.47 -0.82 0.12
H -3.21 0.28 0.28 0.07
H -2.33 0.85 -1.11 0.07
H -1.65 1.12 0.50 0.07

15
Properties=species:S:1:pos:R:3:lowdin_charge:R:1 method="wB97M-V/def2-TZVPD" mol_weight_g_mol=149.54 charge=+1 de_lowest_kj_mol=131.7 e_lumo_ev="-6.8 / -6.8" energy_ha=-1071.13000
C 1.11 0.29 1.62 -0.14
C 1.54 -0.12 0.42 -0.32
C -0.31 -1.26 -3.73 0.25
C -0.34 0.61 1.85 -0.22
C -1.10 0.00 0.65 -0.35
O -0.86 -2.24 -3.85 0.32
P 0.17 -0.23 -0.71 0.54
Cl 0.15 1.54 -1.59 0.32
H 1.90 0.67 2.27 0.12
H 2.59 -0.39 0.34 0.09
H -0.11 -0.36 -3.18 -0.01
H -0.48 0.26 2.84 0.10
H -0.70 1.59 1.78 0.10
H -1.51 -0.92 1.04 0.07
H -2.04 0.57 0.23 0.12

13
Properties=species:S:1:pos:R:3:lowdin_charge:R:1 method="wB97M-V/def2-TZVPD" mol_weight_g_mol=147.23 de_lowest_kj_mol=393.5 e_lumo_ev="-3.4 / -3.1" energy_ha=-1077.80719
C -1.35 -0.42 2.16 -0.27
C 0.05 1.09 2.05 -0.32
C 0.74 0.91 -1.60 -0.35
N -0.84 -0.30 3.38 -0.01
N -0.03 0.78 3.32 -0.01
N -0.78 0.40 1.27 -0.07
S -1.01 1.19 -1.00 0.48
S -2.07 0.75 -2.56 0.26
H -1.95 -1.22 1.79 0.09
H 0.54 1.92 1.68 0.07
H 0.60 0.99 -2.78 0.07
H 0.84 -0.11 -1.38 0.01
H 1.53 1.56 -1.19 0.05